Computed, not measured: a gas-phase ion, C9H11O4 (charge -1), with the ωB97M-V functional and the def2-TZVPD basis.

Output
charge: -1
total energy: -650.40615 Ha

Last column: natural (NBO) charge in e.
Positions of all 24 atoms, in Å:
C -1.87 0.85 -0.15  -0.30
C 0.20 -2.15 -0.27  0.79
C -0.75 -0.04 -0.27  0.30
C 1.38 1.41 -0.54  -0.45
C 1.30 -1.20 -0.53  -0.37
C 2.76 1.00 -0.02  -0.05
C 2.19 -1.11 0.77  -0.05
C 0.56 0.14 -0.63  -0.30
C -4.31 0.46 0.34  -0.21
O 0.18 -3.34 -0.04  -0.62
O -0.95 -1.49 -0.20  -0.48
O 2.71 0.15 1.10  -0.55
O -2.95 0.23 0.57  -0.58
H 0.98 2.14 0.10  0.19
H 1.34 1.90 -1.48  0.19
H -1.52 1.81 0.19  0.15
H 1.82 -1.40 -1.56  0.21
H 3.29 0.28 -0.77  0.15
H 3.35 1.94 0.23  0.18
H 1.49 -1.30 1.55  0.19
H 3.01 -1.80 0.71  0.16
H -4.64 1.55 0.45  0.13
H -4.83 -0.02 1.05  0.16
H -4.74 0.00 -0.61  0.14



Computed, not measured: a molecular structure, C9H12AuN2O10P2S, with the ωB97M-V functional and the def2-TZVPD basis.

Output
charge: -1
total energy: -2428.94783 Ha

Last column: natural (NBO) charge in e.
Positions of all 37 atoms, in Å:
Au 0.11 -0.03 0.22  1.53
N 1.82 1.88 -3.63  -0.75
C 0.83 1.07 -2.82  -0.63
C -0.10 0.30 -3.75  -0.65
P 1.99 -0.17 -1.92  2.36
O 1.40 -1.53 -2.04  -1.17
O 3.32 0.19 -2.52  -1.15
O 1.94 0.35 -0.41  -1.02
P -0.04 2.37 -1.79  2.39
O -1.39 2.70 -2.57  -1.02
O 0.84 3.56 -1.85  -1.14
O -0.45 1.83 -0.41  -1.13
H 2.74 1.35 -3.47  0.47
H 1.85 2.82 -3.19  0.47
H 1.56 1.95 -4.60  0.40
H 0.46 -0.40 -4.36  0.22
H -0.68 0.98 -4.38  0.21
H -0.80 -0.29 -3.15  0.27
H 1.07 -2.16 -0.11  0.49
H -2.15 2.12 -2.37  0.53
O -4.37 -1.04 -2.82  -0.93
S -4.00 0.05 -1.96  2.31
O -3.99 1.38 -2.54  -0.96
N -2.57 -0.19 -1.22  -0.84
C -2.71 -0.24 0.07  0.63
O -1.77 -0.31 0.93  -0.66
C -4.12 -0.16 0.57  -0.06
C -4.59 -0.22 1.87  -0.18
C -5.96 -0.10 2.07  -0.21
C -6.83 0.08 0.99  -0.20
C -6.35 0.15 -0.31  -0.19
C -4.99 0.03 -0.49  -0.31
H -3.90 -0.36 2.69  0.24
H -6.36 -0.15 3.07  0.21
H -7.89 0.18 1.18  0.21
H -7.02 0.30 -1.15  0.23
O 0.60 -1.85 0.71  -0.95